# 1
18
Properties=species:S:1:pos:R:3 method="wB97M-V/def2-TZVPD" total_charge=0 e_above_lowest_kcal_mol=42.1 energy_ha=-418.3938 homo_lumo_gap_ev=9.9
C 1.15 -1.01 -1.74
C 0.09 -0.18 -0.92
N -0.18 1.06 -1.59
C 0.84 0.21 0.41
O 1.91 0.78 0.38
N 0.18 0.06 1.61
C -1.15 -0.37 1.80
O -2.14 0.64 1.49
H 2.12 -0.83 -1.32
H 0.93 -2.06 -1.56
H 1.08 -0.69 -2.77
H -0.69 -0.85 -0.63
H 0.66 1.62 -1.65
H -0.99 1.54 -1.24
H 0.73 0.33 2.42
H -1.44 -1.20 1.15
H -1.33 -0.57 2.85
H -1.77 1.51 1.30



# 2
18
Properties=species:S:1:pos:R:3 method="wB97M-V/def2-TZVPD" total_charge=0 e_above_lowest_kcal_mol=100.1 energy_ha=-418.3015 homo_lumo_gap_ev=9.0
H -0.12 0.79 1.50
N -0.82 1.47 1.22
C -1.74 1.18 0.36
N -1.66 1.27 -1.02
O -3.00 1.58 0.73
H -0.98 0.67 -1.45
H -2.52 1.17 -1.54
H -2.98 2.20 1.46
C 1.01 -2.32 0.60
C 0.27 -1.42 -0.04
O 0.79 -0.20 -0.53
C 2.16 0.12 -0.58
H 1.94 -2.07 1.08
H 0.75 -3.37 0.63
H -0.62 -1.73 -0.57
H 2.66 -0.06 0.37
H 2.22 1.17 -0.85
H 2.65 -0.46 -1.37



# 3
18
Properties=species:S:1:pos:R:3 method="wB97M-V/def2-TZVPD" total_charge=0 e_above_lowest_kcal_mol=70.1 energy_ha=-418.3492 homo_lumo_gap_ev=9.7
C 1.42 -2.06 -0.51
N 0.75 -1.21 -1.48
C 0.00 -0.08 -1.02
C -0.94 -0.36 0.16
O -1.26 -1.47 0.50
N -0.99 0.66 1.15
C -1.01 2.14 1.15
O 0.10 2.81 0.52
H 2.45 -2.25 -0.78
H 1.43 -1.77 0.57
H 0.90 -3.02 -0.52
H 0.19 -1.82 -2.11
H 0.78 0.66 -0.77
H -0.69 0.26 -1.80
H -1.08 0.29 2.08
H -0.74 2.56 2.16
H -1.93 2.50 0.69
H 0.62 2.18 0.02



# 4
18
Properties=species:S:1:pos:R:3 method="wB97M-V/def2-TZVPD" total_charge=0 e_above_lowest_kcal_mol=61.4 energy_ha=-418.3631 homo_lumo_gap_ev=10.2
C 1.47 -1.07 2.53
C 1.70 0.06 1.62
N 2.77 0.00 0.73
O 0.94 0.95 1.37
H 1.70 -2.04 2.11
H 0.41 -1.13 2.94
H 2.22 -1.03 3.40
H 2.90 0.70 -0.10
H 3.24 -0.77 0.72
C -2.97 0.21 -2.02
C -1.46 0.27 -2.19
N -0.91 0.80 -1.01
O -0.57 0.00 -3.05
H -3.47 -0.83 -1.84
H -3.56 0.81 -2.69
H -3.37 0.82 -1.19
H 0.18 1.04 -1.10
H -1.23 1.21 -0.22



# 5
18
Properties=species:S:1:pos:R:3 method="wB97M-V/def2-TZVPD" total_charge=0 e_above_lowest_kcal_mol=70.1 energy_ha=-418.3492 homo_lumo_gap_ev=10.1
N 1.87 1.27 -0.80
C 1.28 0.53 -1.90
C -0.21 0.34 -1.88
O -0.96 0.79 -1.05
H 1.83 0.72 0.05
H 1.36 2.13 -0.64
H 1.75 -0.46 -1.97
H 1.51 1.03 -2.85
H -0.61 -0.24 -2.74
C -1.24 -1.83 1.48
C -0.12 -0.91 1.53
N 0.93 -0.41 1.68
H -0.92 -2.82 1.81
H -2.03 -1.45 2.12
H -1.63 -1.88 0.46
O -1.24 0.98 1.82
H -1.38 1.16 0.88
H -0.17 1.06 1.99



# 6
18
Properties=species:S:1:pos:R:3 method="wB97M-V/def2-TZVPD" total_charge=0 e_above_lowest_kcal_mol=44.6 energy_ha=-418.3900 homo_lumo_gap_ev=10.1
N 0.99 1.78 -2.50
C 0.72 1.73 -1.07
N 0.80 0.30 -0.57
C 0.36 0.14 0.71
O 0.03 1.08 1.42
C 0.15 -1.23 1.36
C -1.35 -1.60 1.21
O -1.56 -1.96 -0.13
H 0.21 1.35 -2.98
H 1.83 1.27 -2.72
H 1.58 2.17 -0.54
H -0.21 2.15 -0.73
H 0.80 -0.50 -1.18
H 0.74 -2.10 1.09
H 0.41 -1.23 2.43
H -2.04 -0.90 1.69
H -1.46 -2.53 1.83
H -1.66 -1.18 -0.70



# 7
18
Properties=species:S:1:pos:R:3 method="wB97M-V/def2-TZVPD" total_charge=+1 e_above_lowest_kcal_mol=169.4 energy_ha=-417.8679 homo_lumo_gap_ev="6.0 / 5.8" s_squared=0.7605 multiplicity=2
C -0.75 0.47 0.99
N -1.97 0.67 0.46
C 1.62 1.66 -0.25
O 1.67 0.66 0.51
O 1.07 1.74 -1.35
C -0.43 -1.08 1.00
N -0.62 -1.56 -0.34
C 0.30 -1.17 -1.35
H 0.14 0.83 0.32
H -0.55 0.81 2.02
H -2.11 1.62 0.12
H 2.18 2.55 0.12
H 0.50 -1.20 1.53
H -1.18 -1.60 1.62
H -1.54 -1.20 -0.65
H 1.32 -1.36 -1.04
H 0.15 -1.78 -2.25
H 0.21 -0.06 -1.45



# 8
18
Properties=species:S:1:pos:R:3 method="wB97M-V/def2-TZVPD" total_charge=+1 e_above_lowest_kcal_mol=30.4 energy_ha=-418.0894 homo_lumo_gap_ev="9.0 / 3.9" s_squared=0.7554 multiplicity=2
C 0.04 -1.57 -1.20
C 1.47 -1.19 -1.56
O 1.78 -0.29 -2.31
N 2.42 -1.97 -0.97
H 3.33 -1.55 -0.98
H 2.16 -2.55 -0.17
H -0.25 -1.33 -0.18
H -0.02 -2.64 -1.37
H -0.74 -1.10 -1.79
C -0.03 1.50 1.06
C -1.48 1.20 0.78
O -1.90 0.50 -0.13
N -2.36 1.83 1.61
H 0.70 1.31 0.28
H 0.25 1.05 2.01
H -3.30 1.85 1.28
H -2.14 2.36 2.44
H 0.07 2.58 1.20



# 9
19
Properties=species:S:1:pos:R:3 method="wB97M-V/def2-TZVPD" total_charge=0 e_above_lowest_kcal_mol=60.3 energy_ha=-493.5891 homo_lumo_gap_ev=9.8
C 1.08 -1.41 0.98
C -0.25 -0.99 0.35
N -1.28 -1.90 0.80
N -0.67 0.35 0.50
C 0.02 1.40 0.33
O 1.38 1.56 0.32
O -0.58 2.60 0.47
H 1.08 -2.49 1.10
H 1.20 -0.95 1.97
H 1.94 -1.16 0.35
H -0.12 -1.06 -0.82
H -1.81 -1.53 1.58
H -1.93 -2.10 0.06
H 1.83 0.72 0.15
H 0.11 3.28 0.50
C -0.50 0.94 -2.12
O -0.03 -0.18 -2.28
H -1.58 1.09 -2.03
H 0.11 1.85 -2.21



# 10
18
Properties=species:S:1:pos:R:3 method="wB97M-V/def2-TZVPD" total_charge=-2 e_above_lowest_kcal_mol=4.6 energy_ha=-741.2705 homo_lumo_gap_ev=5.8
N -1.43 1.94 0.26
C -1.16 0.95 -0.79
C -0.22 -0.19 -0.38
C -0.69 -0.78 0.99
S -2.40 -1.39 1.15
N 1.16 0.25 -0.33
C 2.26 -0.82 -0.14
O 3.43 -0.39 -0.63
H -0.58 2.05 0.81
H -2.00 1.42 0.92
H -0.90 1.36 -1.78
H -2.13 0.42 -0.95
H -0.40 -1.05 -1.10
H -0.45 -0.02 1.76
H 0.02 -1.58 1.22
H 1.38 0.56 -1.28
H 2.25 -1.02 0.95
H 1.84 -1.71 -0.66